Entry P
Entry from the OMol25 dataset: a molecular structure, C10H16N2 (the ωB97M-V functional and the def2-TZVPD basis).

Each line ends with the natural charge from an NBO analysis.
Geometry (Å):
1 C 1.06 2.11 2.41  -0.2972
2 C 0.35 2.87 1.52  -0.1349
3 C 0.18 1.06 2.78  0.1784
4 C -0.72 1.86 1.12  0.3751
5 C 0.71 -1.84 -0.71  -0.3913
6 C 1.11 -0.72 0.22  -0.2570
7 C -0.31 -0.85 -0.34  -0.0682
8 C 1.30 -1.03 1.67  -0.3343
9 C -1.16 -0.45 -2.71  -0.4392
10 C -1.85 0.94 -0.98  -0.0975
11 N -0.97 0.96 1.92  -0.5193
12 N -0.74 0.10 -1.39  -0.4277
13 H 1.79 2.59 2.97  0.2833
14 H 0.56 3.93 1.21  0.3052
15 H 0.22 0.53 3.71  0.2820
16 H 1.11 -1.97 -1.66  0.2660
17 H 0.57 -2.81 -0.24  0.2695
18 H 1.68 0.08 -0.24  0.2433
19 H -1.13 -0.97 0.41  0.2822
20 H 0.61 -1.72 2.01  0.2417
21 H 0.82 -0.01 2.11  0.1651
22 H 2.34 -1.16 2.05  0.2879
23 H -1.49 0.36 -3.48  0.2816
24 H -0.24 -0.85 -3.25  0.2607
25 H -1.84 -1.22 -2.55  0.2476
26 H -2.06 1.97 -1.29  0.2644
27 H -2.89 0.49 -0.77  0.2695
28 H 0.05 0.83 -1.49  0.4631

Values from the calculation:
Charge: +2
Orbital gap, Eh: 0.2441

=====

Entry Q
Entry from the OMol25 dataset: a gas-phase ion, C10H16N2 (charge +2) (the ωB97M-V functional and the def2-TZVPD basis).

Each line ends with the natural charge from an NBO analysis.
Geometry (Å):
1 C -2.38 -1.79 0.12  -0.1691
2 C -3.16 -0.70 0.00  -0.1334
3 C -0.92 -1.91 0.12  -0.2851
4 C -2.80 0.70 -0.12  0.1472
5 C 0.03 -1.04 0.04  0.5940
6 C 0.57 1.99 0.33  -0.4304
7 C -0.88 2.28 -0.09  -0.2668
8 C 1.27 0.93 -0.54  -0.2026
9 C 2.06 -1.32 -1.04  -0.4086
10 C 2.00 -0.60 1.27  -0.4173
11 N -1.61 1.09 -0.05  -0.3040
12 N 1.30 -0.50 -0.04  -0.3311
13 H -2.87 -2.74 0.21  0.2708
14 H -4.23 -0.88 0.01  0.2706
15 H -0.61 -2.96 0.21  0.3412
16 H -3.62 1.41 -0.26  0.2321
17 H 1.13 2.92 0.23  0.2768
18 H 0.59 1.71 1.38  0.2343
19 H -1.31 3.02 0.61  0.2602
20 H -0.92 2.73 -1.09  0.2475
21 H 0.80 0.92 -1.54  0.2509
22 H 2.31 1.22 -0.66  0.2662
23 H 3.11 -1.06 -1.02  0.2712
24 H 1.96 -2.38 -0.82  0.2508
25 H 1.67 -1.15 -2.05  0.2605
26 H 1.44 -0.10 2.06  0.2568
27 H 2.12 -1.64 1.55  0.2552
28 H 2.98 -0.14 1.19  0.2621

Values from the calculation:
Charge: +2
Orbital gap, Eh: 0.2724

=====

What is the stability order? It is entry Q, entry P, from most stable to least stable.

=====

Entry P
Entry from the OMol25 dataset: 3 unconnected molecules or ions with the total composition C4H16N2O2 (the ωB97M-V functional and the def2-TZVPD basis).

Each line ends with the Mulliken spin population.
Geometry (Å):
1 N 1.41 -1.55 -1.83  0.0392
2 C 1.11 -0.21 -2.19  0.0062
3 C -0.13 0.26 -1.54  0.0152
4 N -0.04 0.11 -0.03  0.7356
5 C -1.35 -0.02 0.43  0.0230
6 C 0.63 1.30 0.57  0.0166
7 H 1.41 -1.60 -0.85  -0.0098
8 H 0.68 -2.23 -2.11  -0.0006
9 H 1.01 -0.19 -3.30  -0.0006
10 H 1.87 0.57 -1.98  0.0019
11 H -0.95 -0.40 -1.86  -0.0001
12 H -0.50 1.23 -1.86  0.0267
13 H -1.34 -0.47 1.40  0.0217
14 H -1.87 0.97 0.52  0.0699
15 H -1.94 -0.61 -0.33  0.0011
16 H 0.72 2.24 -0.01  0.0373
17 H 1.68 1.09 0.73  0.0232
18 H 0.17 1.51 1.46  -0.0094
19 H -1.38 2.86 3.27  0.0000
20 H -0.85 1.43 3.19  0.0002
21 O -0.98 2.19 3.73  0.0001
22 H 0.52 -3.50 1.31  -0.0001
23 H 0.18 -2.07 0.61  -0.0035
24 O -0.07 -2.92 0.68  0.0062

Values from the calculation:
Spin multiplicity: 2
Charge: +1
Orbital gap (alpha / beta), Eh: 0.3962 / 0.1830
Expectation value of S²: 0.7543

=====

Entry Q
Entry from the OMol25 dataset: 3 unconnected molecules or ions with the total composition C4H16N2O2 (the ωB97M-V functional and the def2-TZVPD basis).

Each line ends with the Mulliken spin population.
Geometry (Å):
1 C -0.45 0.49 -1.25  -0.0245
2 C -0.40 -0.90 -0.54  -0.0148
3 C 1.01 -1.31 -0.53  0.3462
4 C 1.98 -0.88 0.36  0.5815
5 N 1.43 -2.58 -1.24  0.0721
6 N -0.75 1.54 -0.19  0.0151
7 H 0.47 0.91 -1.74  0.0409
8 H -1.28 0.63 -1.96  -0.0364
9 H -0.84 -0.87 0.47  0.0156
10 H -0.97 -1.61 -1.20  -0.0040
11 H 3.04 -1.19 0.37  0.0345
12 H 1.61 -0.18 1.15  0.0546
13 H 0.71 -3.31 -1.06  0.0175
14 H 2.28 -2.82 -0.69  -0.0692
15 H 1.58 -2.56 -2.28  -0.0399
16 H -0.83 2.50 -0.56  0.0014
17 H -1.67 1.39 0.23  -0.0060
18 H 0.06 1.46 0.46  -0.0125
19 H 2.40 1.61 2.33  -0.0006
20 H 1.09 1.45 3.00  0.0011
21 O 1.48 1.41 2.10  0.0242
22 H -4.02 2.32 1.20  -0.0002
23 H -4.36 0.96 0.79  -0.0004
24 O -3.59 1.54 0.79  0.0037

Values from the calculation:
Spin multiplicity: 2
Charge: +1
Orbital gap (alpha / beta), Eh: 0.1631 / 0.3175
Expectation value of S²: 0.7541

=====

What is the stability order? It is entry Q, entry P, from most stable to least stable.

=====

Entry P
Entry from the OMol25 dataset: a molecular structure, C43H41N5P2SSbSe4Ti (the ωB97M-V functional and the def2-TZVPD basis).

Each line ends with the Mulliken spin population.
Geometry (Å):
1 Ti 0.95 -0.52 0.65  0.9752
2 C -0.86 2.44 5.72  -0.0004
3 C -0.07 3.15 4.63  0.0008
4 N 1.02 2.35 4.10  -0.0001
5 C 0.79 1.47 3.05  0.0017
6 S 2.20 1.09 2.08  -0.0084
7 N -0.42 1.04 2.91  -0.0072
8 N -0.58 0.15 1.85  0.0014
9 C -1.81 -0.16 1.48  -0.0244
10 C -2.99 0.38 2.23  0.0008
11 C -1.97 -1.07 0.41  0.0163
12 C -3.19 -1.54 -0.15  -0.0058
13 C -3.22 -2.55 -1.07  0.0026
14 C -1.97 -3.13 -1.53  0.0064
15 C -0.80 -2.82 -0.96  0.0630
16 N -0.82 -2.05 0.29  -0.1025
17 H -1.70 3.05 6.05  0.0000
18 H -1.25 1.50 5.32  0.0001
19 H -0.22 2.22 6.58  0.0001
20 H -0.75 3.43 3.82  0.0001
21 H 0.37 4.07 5.03  -0.0010
22 H 1.92 2.78 4.05  0.0009
23 H -2.78 1.38 2.61  0.0006
24 H -3.89 0.41 1.61  -0.0004
25 H -3.19 -0.27 3.09  0.0004
26 H -4.11 -1.03 0.11  0.0006
27 H -4.15 -2.87 -1.51  0.0004
28 H -1.96 -3.76 -2.41  -0.0005
29 H 0.17 -3.21 -1.26  -0.0083
30 Se 6.09 -3.64 -1.08  -0.0023
31 Sb 4.00 -4.57 -0.18  0.0046
32 Se 1.55 -2.06 2.47  -0.0086
33 Se 2.66 -2.20 0.43  -0.0205
34 Se 2.67 -5.32 -2.11  0.0051
35 C 0.94 2.92 -2.47  -0.0036
36 N 0.90 1.75 -1.62  0.0150
37 P -0.55 0.95 -1.10  0.0425
38 C -1.50 0.90 -2.68  -0.0198
39 C -1.67 -0.32 -3.32  0.0144
40 C -2.36 -0.41 -4.52  0.0009
41 C -2.89 0.73 -5.10  0.0000
42 C -2.72 1.96 -4.48  -0.0002
43 C -2.03 2.04 -3.28  0.0008
44 C -1.41 2.33 -0.26  -0.0004
45 C -2.80 2.46 -0.27  -0.0018
46 C -3.42 3.49 0.41  0.0006
47 C -2.66 4.41 1.12  -0.0001
48 C -1.28 4.28 1.16  0.0008
49 C -0.66 3.24 0.48  -0.0044
50 P 2.19 0.66 -1.29  0.0590
51 C 3.69 1.71 -1.36  0.0014
52 C 4.48 1.95 -0.24  -0.0034
53 C 5.61 2.76 -0.33  -0.0012
54 C 5.97 3.32 -1.54  0.0000
55 C 5.22 3.05 -2.67  -0.0002
56 C 4.10 2.24 -2.58  -0.0016
57 C 2.48 -0.32 -2.79  -0.0079
58 C 1.58 -0.36 -3.85  -0.0108
59 C 1.75 -1.28 -4.88  -0.0006
60 C 2.80 -2.18 -4.84  0.0026
61 C 3.72 -2.13 -3.80  0.0004
62 C 3.56 -1.20 -2.78  -0.0062
63 H 0.18 3.64 -2.14  0.0005
64 H 0.75 2.69 -3.53  0.0005
65 H 1.91 3.41 -2.39  0.0002
66 H -1.23 -1.21 -2.89  0.0123
67 H -2.49 -1.37 -5.00  -0.0001
68 H -3.44 0.67 -6.04  0.0000
69 H -3.12 2.86 -4.93  0.0001
70 H -1.92 3.01 -2.80  0.0000
71 H -3.39 1.74 -0.83  -0.0003
72 H -4.50 3.58 0.38  0.0001
73 H -3.14 5.22 1.65  -0.0002
74 H -0.68 4.99 1.72  0.0001
75 H 0.42 3.13 0.52  0.0048
76 H 4.22 1.50 0.71  0.0037
77 H 6.21 2.93 0.56  -0.0001
78 H 6.86 3.94 -1.61  -0.0001
79 H 5.52 3.46 -3.63  0.0000
80 H 3.54 2.00 -3.48  0.0001
81 H 0.76 0.34 -3.89  -0.0025
82 H 1.03 -1.31 -5.69  -0.0001
83 H 2.89 -2.95 -5.59  -0.0001
84 H 4.54 -2.83 -3.73  0.0002
85 H 4.28 -1.20 -1.97  -0.0019
86 C -1.07 -2.97 1.30  0.0214
87 C -1.42 -3.70 2.18  -0.0028
88 C -1.68 -4.48 3.35  0.0000
89 C -0.71 -5.36 3.83  -0.0015
90 C -0.94 -6.09 4.98  0.0003
91 C -2.14 -5.96 5.67  -0.0002
92 C -3.11 -5.08 5.20  0.0001
93 C -2.88 -4.35 4.05  -0.0001
94 H 0.23 -5.44 3.30  -0.0013
95 H -0.18 -6.76 5.35  0.0000
96 H -2.32 -6.53 6.57  0.0000
97 H -4.04 -4.96 5.73  0.0000
98 H -3.63 -3.66 3.67  0.0001

Values from the calculation:
Spin multiplicity: 2
Charge: -2
Orbital gap (alpha / beta), Eh: 0.1735 / 0.1771
Expectation value of S²: 0.7581

=====

Entry Q
Entry from the OMol25 dataset: a molecular structure, C43H41N5P2SSbSe4Ti (the ωB97M-V functional and the def2-TZVPD basis).

Each line ends with the Mulliken spin population.
Geometry (Å):
1 Ti 0.28 1.51 -0.67  0.0115
2 C -0.63 6.07 3.32  0.0039
3 C 0.14 4.86 3.82  0.0007
4 N 1.05 4.32 2.85  0.0225
5 C 0.64 3.53 1.80  0.0436
6 S 1.87 2.78 0.85  0.0161
7 N -0.65 3.41 1.63  0.0207
8 N -0.98 2.63 0.54  0.1609
9 C -2.29 2.44 0.34  0.0768
10 C -3.34 2.80 1.35  0.0040
11 C -2.63 1.96 -0.95  0.1320
12 C -3.96 1.86 -1.45  0.0447
13 C -4.15 1.62 -2.78  0.0098
14 C -3.04 1.48 -3.64  0.1470
15 C -1.78 1.50 -3.08  -0.0550
16 N -1.57 1.66 -1.77  0.1208
17 H -1.25 6.49 4.12  -0.0003
18 H 0.06 6.84 2.97  -0.0001
19 H -1.27 5.78 2.49  0.0000
20 H 0.73 5.14 4.70  0.0000
21 H -0.57 4.08 4.13  0.0000
22 H 2.04 4.30 3.04  -0.0003
23 H -2.88 2.86 2.33  0.0056
24 H -3.80 3.77 1.14  0.0004
25 H -4.13 2.04 1.36  -0.0029
26 H -4.79 2.01 -0.78  0.0122
27 H -5.16 1.57 -3.17  0.0054
28 H -3.16 1.34 -4.70  0.0108
29 H -0.89 1.36 -3.69  -0.0074
30 Se 1.27 0.22 -6.25  -0.0010
31 Sb 2.42 2.27 -5.62  0.0002
32 Se 1.85 2.11 -2.54  0.0363
33 Se 0.50 3.95 -1.94  0.0983
34 Se 4.81 1.98 -5.74  0.0034
35 C -0.78 -3.14 -0.61  -0.0001
36 N -0.67 -1.71 -0.80  -0.0108
37 P -1.16 -0.52 0.33  0.0504
38 C -0.17 -0.88 1.73  0.0046
39 C -0.22 -2.13 2.49  -0.0012
40 C 0.47 -2.32 3.63  -0.0003
41 C 1.22 -1.23 4.22  0.0008
42 C 1.27 -0.03 3.63  -0.0016
43 C 0.67 0.27 2.32  -0.0149
44 C -2.90 -1.03 0.65  -0.0460
45 C -3.42 -0.86 1.92  0.0192
46 C -4.77 -1.11 2.17  -0.0057
47 C -5.60 -1.53 1.14  0.0148
48 C -5.08 -1.69 -0.14  -0.0111
49 C -3.74 -1.44 -0.39  0.0396
50 P 0.34 -0.94 -1.93  0.0283
51 C -0.18 -1.93 -3.38  0.0066
52 C -1.47 -1.73 -3.86  0.0261
53 C -2.01 -2.55 -4.83  0.0020
54 C -1.26 -3.60 -5.35  0.0009
55 C 0.03 -3.82 -4.88  -0.0001
56 C 0.56 -2.99 -3.91  0.0002
57 C 2.14 -1.21 -1.81  0.0064
58 C 2.89 -1.09 -0.63  0.0004
59 C 4.25 -0.80 -0.75  -0.0051
60 C 4.85 -0.60 -1.98  0.0004
61 C 4.11 -0.71 -3.14  0.0021
62 C 2.76 -1.00 -3.05  0.0057
63 H -1.70 -3.38 -0.06  -0.0002
64 H 0.07 -3.56 -0.06  0.0001
65 H -0.84 -3.64 -1.58  0.0002
66 H -0.92 -2.90 2.16  0.0008
67 H 0.37 -3.25 4.17  -0.0001
68 H 1.71 -1.39 5.18  0.0000
69 H 1.74 0.80 4.14  0.0034
70 H 0.23 1.26 2.29  -0.0240
71 H -2.77 -0.53 2.73  0.0033
72 H -5.16 -0.98 3.17  -0.0002
73 H -6.65 -1.73 1.34  0.0018
74 H -5.73 -2.00 -0.95  -0.0010
75 H -3.34 -1.55 -1.39  -0.0014
76 H -2.07 -0.92 -3.46  -0.0265
77 H -3.01 -2.37 -5.19  0.0005
78 H -1.68 -4.25 -6.11  0.0000
79 H 0.62 -4.63 -5.28  0.0000
80 H 1.57 -3.17 -3.55  0.0002
81 H 1.76 -2.27 0.68  0.0024
82 H 4.86 -0.72 0.14  0.0003
83 H 5.90 -0.31 -2.03  0.0003
84 H 4.55 -0.50 -4.11  -0.0002
85 H 2.19 -0.99 -3.97  -0.0011
86 C 1.08 -0.28 0.98  0.0040
87 C 2.23 -1.28 0.74  0.0080
88 C 3.26 -1.35 1.84  -0.0022
89 C 3.89 -0.20 2.30  -0.0022
90 C 4.84 -0.26 3.30  -0.0012
91 C 5.18 -1.48 3.87  -0.0002
92 C 4.57 -2.64 3.41  0.0000
93 C 3.62 -2.57 2.40  -0.0003
94 H 3.60 0.76 1.88  0.0035
95 H 5.32 0.65 3.65  0.0002
96 H 5.92 -1.53 4.66  0.0000
97 H 4.83 -3.60 3.84  0.0000
98 H 3.14 -3.48 2.05  0.0000

Values from the calculation:
Spin multiplicity: 2
Charge: -2
Orbital gap (alpha / beta), Eh: 0.1712 / 0.1958
Expectation value of S²: 0.7766

=====

What is the stability order? It is entry Q, entry P, from most stable to least stable.

=====

Entry P
Entry from the OMol25 dataset: C6H16N2 in the gas phase (the ωB97M-V functional and the def2-TZVPD basis).

Each line ends with the natural charge from an NBO analysis.
Geometry (Å):
1 N -0.28 1.96 0.19  -0.8386
2 C -0.10 0.51 -0.11  -0.0417
3 C 1.34 0.13 -0.66  -0.2281
4 C 2.10 1.12 -1.49  -0.6278
5 C 1.14 -1.25 -1.55  -0.6167
6 C -0.47 -0.44 1.01  -0.2207
7 N -1.75 -0.03 1.70  -0.6518
8 C -2.70 -1.17 1.85  -0.4119
9 H -0.24 2.11 1.18  0.3573
10 H 0.47 2.50 -0.15  0.3603
11 H -0.82 0.21 -0.97  0.1607
12 H 1.87 -0.03 0.23  0.1919
13 H 3.22 0.86 -1.79  0.2147
14 H 2.31 2.03 -1.03  0.2043
15 H 1.74 1.41 -2.49  0.2136
16 H 0.55 -2.02 -0.89  0.2093
17 H 2.14 -1.64 -1.90  0.2164
18 H 0.53 -0.86 -2.45  0.2102
19 H -0.48 -1.57 0.69  0.1847
20 H 0.28 -0.37 1.72  0.1736
21 H -2.23 0.81 1.15  0.3706
22 H -2.07 -2.04 1.92  0.1875
23 H -3.40 -1.30 1.02  0.1804
24 H -3.17 -0.94 2.80  0.2015

Values from the calculation:
Orbital gap, Eh: 0.3561

=====

Entry Q
Entry from the OMol25 dataset: a molecular structure, C6H16N2 (the ωB97M-V functional and the def2-TZVPD basis).

Each line ends with the natural charge from an NBO analysis.
Geometry (Å):
1 N 2.86 -2.18 0.18  -0.8232
2 C 1.75 -1.52 -0.36  0.2082
3 C 0.45 -1.98 0.22  -0.6800
4 C 1.86 -0.56 -1.29  -0.5484
5 N -2.02 -0.15 0.02  -0.6675
6 C -1.69 0.94 -0.69  0.1360
7 C -1.99 2.36 -0.24  -0.4826
8 C -1.46 2.64 1.16  -0.6357
9 H 2.69 -2.65 1.07  0.3750
10 H 3.74 -1.70 0.14  0.3766
11 H 0.39 0.73 2.47  -0.0096
12 H 0.10 -2.93 -0.17  0.2287
13 H -0.33 -1.26 -0.08  0.2537
14 H 0.49 -1.97 1.32  0.2045
15 H 0.96 -0.12 -1.76  0.1950
16 H 2.85 -0.27 -1.68  0.1953
17 H 0.86 0.15 2.48  0.0073
18 H -1.34 0.74 -1.71  0.1572
19 H -1.09 0.41 0.43  0.3805
20 H -1.62 3.05 -1.01  0.2119
21 H -3.10 2.37 -0.29  0.2408
22 H -1.67 3.70 1.38  0.2231
23 H -2.09 2.15 1.88  0.2341
24 H -0.36 2.53 1.24  0.2192

Values from the calculation:
Orbital gap, Eh: 0.3175

=====

What is the stability order? It is entry P, entry Q, from most stable to least stable.